[1]
The following is a DFT calculation (ωB97M-V/def2-TZVPD) of the molecule C6H7ClS in a non-equilibrium geometry.

Structure (XYZ):
```
15
Properties=species:S:1:pos:R:3:forces:R:3
Cl 2.3122 -1.3471 0.2510 0.0321 0.2335 -0.7186
S -1.5790 -2.1847 0.1589 -3.9812 -0.9219 1.3114
C -0.2139 -1.8507 -0.4250 4.8659 -1.5549 -2.6217
C 0.6424 -0.6693 -0.0278 1.0041 -0.0370 1.1987
C -0.5676 0.9212 1.0375 0.4654 -0.3310 3.1457
C 0.2210 -0.1206 1.2986 -0.4278 0.1606 1.3028
C -0.6700 1.3104 -0.3571 -1.8632 2.7464 -0.4592
C 0.4755 0.5493 -0.9592 2.4684 0.6996 -1.8807
H -0.9310 1.5076 1.8778 -0.4751 0.0477 -0.3351
H 0.3474 -2.6613 -1.0993 -1.0781 2.0021 1.0581
H -1.6996 1.1228 -0.7912 1.1192 -0.0107 0.3759
H 0.4820 -0.5566 2.3462 -0.5349 0.7671 -2.3202
H 1.3533 1.3477 -1.0092 -1.2432 -2.2789 0.4642
H 0.3963 0.1483 -1.9878 -0.3767 0.5869 0.3021
H -0.5689 2.4829 -0.3133 0.0249 -2.1094 -0.8234
```
Positions in Å, forces in eV/Å.

The value obtained for the HOMO-LUMO gap is 8.63 eV. Its molar mass is 146.64 g/mol. Its relative energy (zero: lowest compared OMol25 entry of this formula, charge and spin) is 36.73 kcal per mole. Its SMILES is S=C[C@]1(Cl)C=CCC1. As for the spin multiplicity: 1. As for the HOMO energy: -8.82 eV.

[2]
The following is a DFT calculation (ωB97M-V/def2-TZVPD) of C6H7CsO6 as an isolated structure in a non-equilibrium geometry.

Structure (XYZ):
```
20
Properties=species:S:1:pos:R:3:forces:R:3
Cs -0.3816 -3.3003 0.0269 0.1323 1.0834 0.2689
O 0.9346 1.1378 3.9552 0.4237 -0.5783 0.5599
O 1.3258 2.0903 2.0180 0.6242 -0.3072 -0.2053
O -2.7121 1.5243 -0.6370 0.4232 0.7300 -0.3087
O 0.5599 0.0997 0.9689 4.0933 0.2084 2.8334
O -3.3369 1.1314 1.3670 0.1631 0.5489 0.6742
O 0.1682 3.2052 3.5798 0.4589 -0.2033 0.1023
C 1.6544 0.6059 1.7824 -3.2024 0.0507 -2.3364
C -2.4618 0.8415 0.4451 -0.1684 -1.9754 -0.4019
C -3.6428 2.6125 -0.3877 -0.2617 0.3353 0.0750
C -4.0692 2.3456 1.0501 -0.2721 0.3712 -0.0858
C 1.7862 0.2113 3.2661 -0.6451 -0.3303 0.2040
C 0.7969 2.2420 3.2080 -1.2371 0.5885 -0.3734
H -4.4557 2.5445 -1.1150 0.1570 0.0216 0.1176
H -3.0866 3.5470 -0.5172 -0.2286 -0.2019 0.0286
H 2.6609 0.7339 1.3394 -0.4316 -0.5739 -0.3443
H 2.8031 0.3047 3.6671 -0.0033 0.1844 -0.2602
H -3.7429 3.1174 1.7550 -0.1388 -0.1724 -0.1749
H -5.1356 2.1394 1.1690 0.1908 0.0650 -0.0074
H 1.4324 -0.7928 3.5253 -0.0774 0.1555 -0.3657
```
Positions in Å, forces in eV/Å.

The value obtained for the HOMO-LUMO gap is 5.68 eV. Its molar mass is 308.02 g/mol. Its relative energy (zero: lowest compared OMol25 entry of this formula, charge and spin) is 55.41 kcal per mole. As for the spin multiplicity: 1. As for the HOMO energy: -6.84 eV.

[3]
The following is a DFT calculation (ωB97M-V/def2-TZVPD) of a 2-piece molecular cluster, C6H7F3N2S overall in a non-equilibrium geometry.

Structure (XYZ):
```
19
Properties=species:S:1:pos:R:3:forces:R:3
S 2.5331 -0.8354 1.3337 -0.6037 -0.4705 -0.6862
F -3.0457 -1.6922 0.6487 -1.0036 -0.2401 0.9472
F -0.9788 -2.3468 0.7629 -0.4769 0.0323 0.8533
F -1.9349 -2.1912 -1.1252 -0.0291 0.6673 0.5593
N 1.2753 -0.9696 -0.8602 -0.0635 -0.5163 -2.7640
N -1.2236 0.2750 -1.3112 -0.8101 1.0691 1.8101
C -1.5121 -0.1084 -0.0402 2.0910 -1.2787 -0.3772
C -1.8889 0.7998 1.0117 -0.4974 1.3215 3.3289
C 1.0690 -0.8068 0.3452 -1.6146 1.9181 2.9849
C 2.5755 -1.2919 -1.2118 -0.1975 0.9653 5.5638
C -1.8514 -1.5889 0.1142 0.8134 -0.6993 -2.2915
C 3.3873 -1.2880 -0.0801 -0.0655 -0.0992 -2.3425
H -1.8372 0.3287 2.0864 -0.4895 0.4875 -2.2374
H 2.7157 -1.6106 -2.1479 1.1594 -0.9593 -3.3562
H -2.9307 1.1803 0.8069 0.8392 -0.2118 0.4528
H -1.1901 1.6711 1.1688 -0.7112 -0.7685 -0.8165
H 4.4314 -1.5326 -0.1230 0.2479 0.0125 0.3036
H -1.0188 1.2778 -1.3040 0.0168 -0.3913 -0.3127
H -0.3859 -0.2647 -1.4661 1.3949 -0.8387 -1.6197
```
Positions in Å, forces in eV/Å.

The value obtained for the HOMO-LUMO gap (alpha / beta) is 6.67 / 7.98 eV. Its molar mass is 196.20 g/mol. Its relative energy (zero: lowest compared OMol25 entry of this formula, charge and spin) is 65.37 kcal per mole. As for the spin multiplicity: 1. As for the HOMO energy (alpha / beta): -7.56 / -8.21 eV.

[4]
The following is a DFT calculation (ωB97M-V/def2-TZVPD) of the molecule C6H7F3O2 in a non-equilibrium geometry.

Structure (XYZ):
```
18
Properties=species:S:1:pos:R:3:forces:R:3
F -3.1558 -0.9282 0.4953 -1.5367 0.2106 2.0795
F -1.9250 -1.1568 -1.1002 1.2797 0.5860 -0.4398
F -3.0570 0.6374 -0.9894 -0.2294 0.7947 0.3442
O -1.8046 1.1571 1.6998 0.2578 1.6468 -0.5513
O -0.1401 2.4746 0.4524 0.7293 3.1938 1.1446
C -2.3601 -0.1950 -0.2165 0.6498 -1.3575 -1.6577
C -0.1662 -0.6864 1.3492 -1.3137 0.2340 -3.4079
C 0.4979 -1.5687 0.5575 -0.7242 -1.0504 1.0401
C 0.3162 0.9675 -1.3319 -1.3859 -0.0288 0.2234
C -1.2668 0.4944 0.5928 1.3067 -2.1717 3.7288
C -0.3479 1.4490 -0.0771 0.2787 -3.3636 -2.3124
H 1.0941 0.2651 -1.1158 1.4583 0.6539 0.2635
H 0.4278 1.8506 -1.9342 0.9502 -0.0673 -0.5583
H -1.3187 2.0770 1.6540 -1.1547 -1.9081 0.2105
H 1.1743 -2.3479 1.0562 -0.9666 1.2542 -0.8256
H 0.2141 -1.7932 -0.5408 0.8148 0.8655 1.9894
H -0.3105 0.2281 -1.8076 -0.8280 0.3240 -0.5325
H -0.2322 -0.6220 2.4466 0.4137 0.1841 -0.7386
```
Positions in Å, forces in eV/Å.

The value obtained for the HOMO-LUMO gap is 10.99 eV. Its molar mass is 168.11 g/mol. Its relative energy (zero: lowest compared OMol25 entry of this formula, charge and spin) is 6.48 kcal per mole. Its SMILES is C=C[C@@](O)(C(C)=O)C(F)(F)F. As for the spin multiplicity: 1. As for the HOMO energy: -10.51 eV.

[5]
The following is a DFT calculation (ωB97M-V/def2-TZVPD) of the molecule C6H7FO in a non-equilibrium geometry.

Structure (XYZ):
```
15
Properties=species:S:1:pos:R:3:forces:R:3
F 2.5764 -1.0811 1.1784 1.1534 -2.0689 -2.1806
O 0.9327 0.3411 0.9278 -1.4309 1.1879 -1.8102
C -0.4249 0.6640 1.3022 0.2956 -4.4687 -1.2231
C -1.2045 0.1279 -1.0287 1.7292 -0.1249 -2.6030
C 1.0487 -0.3876 -0.2821 0.9924 -1.9246 3.2990
C 2.0444 -1.3178 -0.1100 -0.3098 2.8910 1.3505
C -1.2534 1.0336 0.1531 -0.0934 1.3589 -1.7461
C -0.0081 -0.5115 -1.2244 -2.4984 -0.1238 -1.3027
H -1.9507 0.3219 -1.9406 1.4284 -1.0023 2.4487
H 0.1153 -1.2841 -2.0172 0.0972 0.9745 0.4250
H -0.4480 1.1989 2.1812 0.3275 2.0721 1.3952
H -2.2828 1.0741 0.3586 -1.3613 0.7001 0.9979
H -0.8922 1.9737 -0.2478 -0.3572 0.8002 0.0686
H 2.5977 -1.8520 -0.8829 -0.0305 -0.1703 0.7478
H -0.8506 -0.3010 1.6325 0.0577 -0.1011 0.1329
```
Positions in Å, forces in eV/Å.

The value obtained for the HOMO-LUMO gap is 8.77 eV. Its molar mass is 114.12 g/mol. Its relative energy (zero: lowest compared OMol25 entry of this formula, charge and spin) is 69.11 kcal per mole. Its SMILES is F/C=C1/C=CCCO1. As for the spin multiplicity: 1. As for the HOMO energy: -8.23 eV.

[6]
The following is a DFT calculation (ωB97M-V/def2-TZVPD) of the molecule C6H7FS in a non-equilibrium geometry.

Structure (XYZ):
```
15
Properties=species:S:1:pos:R:3:forces:R:3
S -0.8150 -2.5249 0.3868 0.3141 1.1089 0.5608
F 0.3382 0.4774 2.2390 0.0366 -1.3075 -2.2897
C -0.1630 -0.7274 -0.0517 -1.1140 -3.6127 1.3169
C 0.7609 -0.0813 0.9100 -2.8026 5.2241 1.4570
C 0.8940 1.0460 -0.2047 -2.3272 -0.8435 0.4309
C -0.6680 1.3234 -0.4771 -2.9058 2.0128 2.4259
C 0.8701 -0.2009 -1.1426 -1.9361 0.7590 -3.0212
C -1.3284 0.1668 -0.1855 -0.5029 1.5238 -1.9095
H -2.4512 -0.1696 -0.2692 2.6378 0.9848 0.3209
H 1.6517 1.8486 -0.0606 -0.6899 -0.6957 -0.7307
H 1.8104 -0.6737 -1.1726 1.0363 -1.0060 -0.3066
H -1.5181 -2.2460 1.6072 1.1212 0.1346 -1.7275
H 0.3508 0.0221 -2.2661 1.6576 -0.9100 3.2189
H 1.6066 -0.5385 1.1711 3.3997 -2.0648 0.6176
H -1.3390 2.2780 -0.4840 2.0751 -1.3077 -0.3638
```
Positions in Å, forces in eV/Å.

The value obtained for the HOMO-LUMO gap is 10.05 eV. Its molar mass is 130.19 g/mol. Its relative energy (zero: lowest compared OMol25 entry of this formula, charge and spin) is 95.31 kcal per mole. Its SMILES is F[C@@H]1[C@@H]2C=C[C@@]1(S)C2. As for the spin multiplicity: 1. As for the HOMO energy: -9.27 eV.

[7]
The following is a DFT calculation (ωB97M-V/def2-TZVPD) of C6H7GdLiO3 as an isolated structure in a non-equilibrium geometry.

Structure (XYZ):
```
18
Properties=species:S:1:pos:R:3:forces:R:3
Gd 0.2822 1.3375 2.0487 -2.1196 3.2500 -1.4451
O 0.1642 1.2053 -2.2561 0.5876 1.5071 1.2621
O 1.3892 -0.0937 3.0911 1.8531 -2.6953 1.6353
O -0.4681 1.9245 0.1439 -0.0428 -0.5628 -1.7461
C -0.8997 1.7159 -1.0557 0.9574 -0.2309 -0.4686
C -1.3042 0.3212 -1.4848 -0.5675 -4.5417 1.5721
C 0.4631 -1.4164 0.1232 1.1085 0.2520 2.5772
C 1.6467 -1.1742 2.4373 0.5544 -0.3845 0.3062
C 1.0718 -1.3936 1.2087 -1.1423 0.1985 -1.8713
C -0.2568 -1.3914 -1.0663 -1.8961 2.3289 -0.8316
Li 2.0195 0.2598 4.8875 0.4078 -0.1341 0.7593
H -0.1859 1.7051 -2.9994 -0.0562 0.2925 -1.1329
H -1.6732 -0.3436 -2.2716 0.7395 1.1808 -1.7026
H -1.5380 2.5115 -1.4862 0.4158 -0.2902 -0.0463
H -1.0900 -2.1048 -1.0572 0.1686 -0.0705 0.0328
H -2.3748 0.3795 -1.2005 -0.5442 -0.3332 1.2450
H 0.4016 -1.5474 -1.9317 -0.2875 0.2299 -0.0133
H 2.3525 -1.8951 2.8692 -0.1364 0.0036 -0.1321
```
Positions in Å, forces in eV/Å.

The value obtained for the HOMO-LUMO gap (alpha / beta) is 5.89 / 7.39 eV. Its molar mass is 291.31 g/mol. As for the expectation value of S²: 16.78. As for the spin multiplicity: 8. Its total charge is +3. As for the HOMO energy (alpha / beta): -19.23 / -20.70 eV.

[8]
The following is a DFT calculation (ωB97M-V/def2-TZVPD) of the molecule C6H7I in a non-equilibrium geometry.

Structure (XYZ):
```
14
Properties=species:S:1:pos:R:3:forces:R:3
I -3.7485 0.4461 -0.4687 0.2195 -0.5791 0.3225
C -0.0206 0.5655 -0.4434 -1.1934 -1.7902 -0.2684
C 2.3553 0.5499 -0.0303 -1.3967 0.1791 -0.6966
C -0.8920 -0.2686 -0.2168 1.2150 2.3568 0.0030
C -2.1408 -0.8210 0.1794 0.3595 1.4771 -1.8984
C -2.2749 -1.9977 0.7139 1.0987 -0.9044 2.4087
C 1.1994 1.3039 -0.7276 0.2714 2.3291 2.7639
H 1.2781 1.6457 -1.7267 0.3336 -0.3335 -1.2441
H 1.1361 2.3187 -0.1620 -0.1741 -1.4609 -0.7591
H 1.9290 0.3579 0.9068 -0.4497 -0.5170 1.6247
H 2.4610 -0.3964 -0.4806 0.5635 -1.1419 -0.6668
H -1.3222 -2.4267 1.1747 -1.5307 0.1016 -1.0270
H 3.2765 1.0077 0.2022 1.0498 0.9661 -0.5560
H -3.2363 -2.2849 1.0791 -0.3663 -0.6826 -0.0064
```
Positions in Å, forces in eV/Å.

The value obtained for the HOMO-LUMO gap is 9.40 eV. Its molar mass is 206.03 g/mol. Its relative energy (zero: lowest compared OMol25 entry of this formula, charge and spin) is 41.47 kcal per mole. Its SMILES is C=C(I)C#CCC. As for the spin multiplicity: 1. As for the HOMO energy: -9.05 eV.

[9]
The following is a DFT calculation (ωB97M-V/def2-TZVPD) of an isolated ion of composition C6H7IN3 and charge +1 in a non-equilibrium geometry.

Structure (XYZ):
```
17
Properties=species:S:1:pos:R:3:forces:R:3
I 1.3234 -3.6643 -0.6909 -0.2764 0.2951 0.1068
N -1.4669 1.1220 -0.0734 -1.0348 0.6845 0.0509
N -1.8533 -1.1480 0.5071 -0.3555 2.3729 -0.4006
N -1.3546 -2.3565 0.4986 7.0533 -1.3381 -3.1531
C 0.9128 1.6168 0.0610 0.2520 -0.0789 -0.1592
C 1.1552 0.1214 0.2723 0.0587 0.0399 0.0801
C 0.1357 -0.7054 -0.5763 -0.3223 0.0567 0.2483
C 0.0827 -2.1306 -0.2651 -6.2489 -1.2367 3.3071
C -1.1710 -0.1742 -0.0678 0.7909 -0.8245 -0.2429
C -0.5228 1.9803 -0.0941 0.1055 -0.3060 0.2736
H 2.1616 -0.1554 -0.0378 -0.0184 -0.0272 0.0595
H -0.7942 3.0172 -0.2277 -0.0386 0.2005 -0.0214
H 1.3513 2.1980 0.8754 -0.0231 0.0562 -0.0730
H 0.3382 -0.5150 -1.6345 -0.1716 0.0114 -0.0051
H 1.0354 -0.1451 1.3244 0.0419 -0.0307 -0.0174
H -2.7441 -1.0134 0.9866 0.1393 0.0666 -0.0978
H 1.4106 1.9522 -0.8577 0.0479 0.0584 0.0444
```
Positions in Å, forces in eV/Å.

The value obtained for the HOMO-LUMO gap (alpha / beta) is 7.23 / 7.23 eV. Its molar mass is 248.05 g/mol. Its relative energy (zero: lowest compared OMol25 entry of this formula, charge and spin) is 49.14 kcal per mole. Its SMILES is IC1=N[NH+]=C2N=CCC[C@@H]12. As for the spin multiplicity: 1. Its total charge is +1. As for the HOMO energy (alpha / beta): -12.72 / -12.72 eV.

[10]
The following is a DFT calculation (ωB97M-V/def2-TZVPD) of the molecule C6H7IN4 in a non-equilibrium geometry.

Structure (XYZ):
```
18
Properties=species:S:1:pos:R:3:forces:R:3
I 3.1023 -0.0285 0.8235 -0.9220 0.0056 -0.8499
N 0.0806 0.5173 -2.1494 0.6881 0.0081 -1.0987
N 0.1732 0.0820 -0.0858 1.8478 -0.6854 -0.1469
N -0.6295 0.3214 -1.1005 -1.1732 -0.5515 0.6645
N -0.1713 -0.2787 1.1864 0.6511 0.3622 0.0138
C -1.4215 -0.4774 1.3621 -0.6031 0.3617 0.4691
C 1.4647 0.1020 -0.5240 0.9850 -0.1271 1.2643
C 2.5296 0.9330 -2.7673 -3.2905 -2.0994 0.3259
C 1.4291 0.3598 -1.8660 -1.0421 1.6688 0.4747
C -2.4966 -0.2702 0.4908 -0.1361 -0.1872 -1.1415
C -1.8822 -0.5751 2.7972 0.9634 1.2281 1.4779
H 2.6521 1.9319 -2.4826 0.8855 1.3536 0.4876
H 2.0715 0.9180 -3.7469 0.3996 -0.0715 -0.4996
H 3.3107 0.2388 -2.6517 1.6424 -0.1617 -0.2769
H -2.8769 -1.1073 -0.1484 0.4161 0.5472 0.5508
H -2.7015 -1.2187 2.9289 -2.1369 -0.0368 -0.1959
H -1.9767 0.4916 3.2735 -0.1593 -2.1954 -1.0144
H -1.2337 -1.1845 3.4381 0.9843 0.5808 -0.5048
```
Positions in Å, forces in eV/Å.

The value obtained for the HOMO-LUMO gap (alpha / beta) is 7.88 / 7.88 eV. Its molar mass is 262.05 g/mol. Its relative energy (zero: lowest compared OMol25 entry of this formula, charge and spin) is 115.72 kcal per mole. As for the spin multiplicity: 1. As for the HOMO energy (alpha / beta): -8.82 / -8.82 eV.

- Which value of molar mass does entry 8 give?
  206.03 g/mol